1.
# C4H5NO

An isolated molecule of C4H5NO in a non-equilibrium geometry (ωB97M-V/def2-TZVPD, the Open Molecules 2025 dataset).

The value obtained for the energy above the lowest of the compared OMol25 structures with the same formula, charge and spin is 32.2 kcal/mol. The SMILES is N#C[C@@H]1C[C@@H]1O. The HOMO energy is -10.306 eV. The total energy is -285.36323 Ha.

Structure (ORCA input):
```
! wB97M-V def2-TZVPD RIJCOSX def2/J DEFGRID3
* xyz 0 1
O -1.5965 -0.7553 0.3350
C -0.2176 -0.8342 0.4181
C 0.6395 -0.5941 -0.7703
C 0.6294 0.4338 0.3486
C -0.1275 1.6521 0.1978
N -0.8118 2.5808 0.0840
H -1.8599 0.0699 -0.0967
H 0.0669 -1.5945 1.1392
H 1.5618 -1.1580 -0.8581
H 0.1666 -0.3243 -1.7065
H 1.5490 0.5238 0.9087
*
```

***

2.
# C7H7N2O4P

A cluster of 2 separate species, C7H7N2O4P in total in a non-equilibrium geometry (ωB97M-V/def2-TZVPD, the Open Molecules 2025 dataset).

The value obtained for the energy above the lowest of the compared OMol25 structures with the same formula, charge and spin is 66.0 kcal/mol. The HOMO energy (alpha / beta) is -0.005 / 0.294 eV. The total energy is -1022.66406 Ha.

Structure (ORCA input):
```
! wB97M-V def2-TZVPD RIJCOSX def2/J DEFGRID3
* xyz -2 1
C 2.2382 -1.7415 -0.1914
C 0.8411 -1.9779 -0.1094
C 2.6881 -0.4623 -0.2029
C -0.1010 -0.9950 -0.1506
C 1.7800 0.5041 0.1202
C 0.3266 0.3637 0.0959
C 2.0821 1.9167 0.3909
N -0.4136 1.4142 0.1667
N -2.5616 0.9060 -0.3973
O -4.6223 0.3638 1.3283
O -3.1400 -1.5625 0.7221
O -2.9635 1.9953 -0.6290
O -4.6093 -0.4180 -1.1230
P -3.9878 -0.4029 0.2170
H 2.9966 -2.6340 -0.4392
H 0.3759 -2.8957 -0.2468
H 3.6810 -0.2596 -0.3841
H -1.1911 -1.2866 -0.2307
H 1.5990 2.3640 1.1790
H 3.1737 2.2104 0.4220
H 1.8081 2.5977 -0.5376
*
```

***

Question: What is the formula in the second record?
Answer: C7H7N2O4P